(1)
{"formula": "C4H10O4", "method": "wB97M-V/def2-TZVPD", "homo_energy_ha": -0.365, "e_above_lowest_kj_mol": 142.55, "orbital_gap_ev": 10.50, "symbols": ["O", "O", "O", "O", "C", "C", "C", "C", "H", "H", "H", "H", "H", "H", "H", "H", "H", "H"], "xyz": [[0.004, -0.565, 1.432], [-1.830, 2.171, 4.656], [1.596, 0.850, -3.054], [-1.190, -2.932, -1.841], [-0.598, -0.243, 0.429], [2.165, 0.738, -2.000], [0.001, 0.392, -0.793], [1.525, 0.438, -0.677], [-1.733, -3.125, -1.052], [-1.181, -3.715, -2.424], [-1.681, -0.417, 0.451], [3.235, 1.043, -2.002], [-0.440, 1.367, -0.975], [1.757, 1.319, -0.065], [-2.307, 1.568, 5.213], [-0.944, 1.830, 4.438], [-0.334, -0.303, -1.576], [1.955, -0.415, -0.159]], "forces_ev_per_angstrom": [[0.1, 0.1, -0.6], [0.7, 0.7, -0.7], [-0.4, -0.4, 0.1], [-0.2, -0.2, 0.2], [0.1, 0.3, 1.2], [0.6, 0.8, -0.5], [0.3, -1.5, 0.4], [-0.7, 1.0, -0.3], [0.4, -0.2, -0.8], [-0.2, 0.5, 0.7], [-0.4, 0.1, -0.5], [0.0, -0.4, 0.4], [-0.1, 0.1, -0.1], [0.3, -0.2, 0.1], [0.1, -0.6, 0.3], [-0.8, -0.1, 0.4], [0.1, 0.4, -0.3], [0.0, -0.2, -0.1]]}

---

(2)
{"formula": "C7H13O2", "method": "wB97M-V/def2-TZVPD", "charge": -1, "homo_energy_ha": -0.111, "e_above_lowest_kj_mol": 364.61, "orbital_gap_ev": 6.55, "symbols": ["O", "O", "C", "C", "C", "C", "C", "C", "C", "H", "H", "H", "H", "H", "H", "H", "H", "H", "H", "H", "H", "H"], "xyz": [[1.473, 1.711, -1.797], [0.498, 3.835, -0.601], [0.078, -1.640, -0.979], [1.182, -0.549, -1.269], [0.594, 0.727, -2.086], [-1.416, -1.095, 2.509], [-0.603, -1.044, 0.232], [-1.100, 0.100, 3.015], [-0.825, -1.769, 1.341], [-0.474, -1.683, -1.933], [-0.756, 0.023, 0.220], [0.541, 0.504, -3.177], [0.465, 3.013, -1.170], [1.336, 3.582, -0.195], [-1.885, -1.858, 3.183], [0.493, -2.646, -0.830], [1.490, -0.027, -0.362], [-0.497, 0.755, 2.381], [-0.648, -2.832, 1.317], [-1.595, 0.652, 3.792], [-0.427, 1.107, -1.755], [2.076, -0.864, -1.836]], "forces_ev_per_angstrom": [[0.1, 0.8, -0.5], [-0.2, -0.3, 0.2], [1.3, 1.3, -0.6], [-1.4, 0.6, -1.1], [1.2, 0.1, 1.3], [0.8, -2.2, 2.2], [0.3, -2.1, -0.3], [-0.2, 0.8, -1.9], [-0.5, 2.0, -0.9], [-0.5, 0.0, 0.6], [-0.3, 0.1, -0.1], [-0.2, -0.4, 0.1], [0.5, 0.2, -0.2], [0.0, 0.3, 0.1], [-0.4, 1.0, -0.5], [-0.2, 0.2, 0.4], [0.2, -0.4, 0.1], [0.1, -0.1, 0.2], [-0.1, -0.2, 0.3], [-0.2, -0.5, 0.7], [0.1, -1.3, -0.2], [-0.5, -0.1, 0.3]]}

---

(3)
{"formula": "CH4N5", "method": "wB97M-V/def2-TZVPD", "charge": 1, "homo_energy_ha": -0.500, "e_above_lowest_kj_mol": 211.90, "orbital_gap_ev": 8.02, "symbols": ["N", "N", "N", "N", "N", "C", "H", "H", "H", "H"], "xyz": [[0.780, -1.109, 0.035], [0.039, -1.916, -0.021], [-4.355, -0.102, 0.176], [-3.206, -0.107, -0.063], [-2.084, -0.032, -0.083], [1.626, -0.072, 0.113], [-5.093, -0.422, -0.426], [1.084, 0.850, -0.143], [2.033, 0.014, 1.130], [2.475, -0.201, -0.574]], "forces_ev_per_angstrom": [[-3.0, -3.4, -0.2], [0.9, 0.9, 0.1], [-2.6, 0.4, 1.4], [1.7, -0.1, -0.4], [0.8, -0.1, -0.3], [2.6, 3.1, 0.2], [0.3, -0.2, -0.6], [0.0, -0.3, 0.0], [-0.3, -0.2, -0.1], [-0.3, -0.2, 0.0]]}

---

(4)
{"formula": "C38H48BrIrN2O2P2", "method": "wB97M-V/def2-TZVPD", "homo_energy_ha": -0.281, "e_above_lowest_kj_mol": 198.53, "orbital_gap_ev": 7.56, "symbols": ["Ir", "Br", "P", "P", "O", "O", "N", "N", "C", "C", "C", "C", "C", "C", "C", "C", "C", "C", "C", "C", "C", "C", "C", "C", "C", "C", "C", "C", "C", "C", "C", "C", "C", "C", "C", "C", "C", "C", "C", "C", "C", "C", "C", "C", "C", "C", "H", "H", "H", "H", "H", "H", "H", "H", "H", "H", "H", "H", "H", "H", "H", "H", "H", "H", "H", "H", "H", "H", "H", "H", "H", "H", "H", "H", "H", "H", "H", "H", "H", "H", "H", "H", "H", "H", "H", "H", "H", "H", "H", "H", "H", "H", "H", "H"], "xyz": [[0.626, -0.735, -0.076], [6.421, 2.131, -2.071], [-0.472, -1.241, -1.994], [-0.593, 2.794, 0.454], [2.537, -4.034, 1.240], [1.614, -2.509, -0.098], [1.526, -0.706, 1.876], [-1.205, -0.191, 0.531], [-0.275, -3.020, -2.432], [2.279, 0.096, 3.985], [-0.763, 1.168, -3.343], [-4.582, -0.884, -1.931], [-3.290, -1.199, -2.339], [1.065, -0.397, -4.170], [-1.297, 2.389, 3.208], [-4.727, -0.301, -0.678], [-0.330, -0.283, -3.556], [-1.126, 1.830, 1.934], [2.087, -2.925, 1.037], [2.105, -1.886, 2.139], [2.846, -1.134, 4.273], [-2.003, 4.738, -0.933], [1.582, 4.342, -0.255], [2.440, -0.053, -0.788], [-1.978, 0.295, 4.116], [2.438, 1.219, -1.372], [1.485, 3.965, 2.233], [-0.816, -3.438, -3.802], [-2.350, -0.394, -0.252], [4.816, 1.256, -1.554], [-0.918, -3.891, -1.348], [3.694, -0.636, -0.599], [-1.777, 4.252, 0.501], [1.623, 0.269, 2.779], [3.598, 1.879, -1.755], [-1.892, 2.291, 5.655], [-2.194, -0.969, -1.522], [1.124, 3.396, 0.863], [2.757, -2.144, 3.329], [-5.765, -1.133, -2.828], [-1.831, -0.283, 2.872], [-1.490, 5.450, 1.408], [4.871, 0.002, -0.975], [-3.643, -0.045, 0.149], [-1.398, 0.465, 1.776], [-1.716, 1.652, 4.305], [-2.308, 6.172, 1.331], [-5.860, -0.353, -3.587], [2.673, 4.398, -0.277], [-1.103, 5.210, -1.334], [1.248, 4.002, -1.238], [-0.513, -2.789, -4.621], [-1.395, 5.182, 2.458], [1.830, -0.027, -3.488], [3.799, -1.621, -0.165], [-1.091, 3.439, 3.355], [-2.272, 3.915, -1.596], [-0.516, -3.679, -0.360], [-5.719, -0.031, -0.334], [1.494, 1.732, -1.511], [3.551, 2.863, -2.201], [1.053, 4.954, 2.391], [-0.455, -4.442, -4.031], [1.706, 2.475, 0.728], [-2.703, 3.779, 0.845], [3.359, -1.300, 5.211], [-1.907, -3.487, -3.790], [-2.026, -1.339, 2.729], [-0.579, 5.966, 1.106], [-0.725, -4.942, -1.570], [-0.586, 1.742, -4.255], [1.111, 0.198, -5.084], [1.161, 3.324, 3.053], [-1.061, -0.750, -4.226], [0.806, -3.177, -2.398], [-2.296, -0.313, 4.956], [-5.675, -2.087, -3.349], [1.325, -1.425, -4.426], [-3.808, 0.423, 1.110], [3.187, -3.125, 3.466], [-2.805, 5.480, -0.962], [2.571, 4.065, 2.308], [-3.142, -1.629, -3.325], [1.149, 1.207, 2.532], [5.826, -0.483, -0.817], [-0.223, 1.643, -2.526], [-2.943, 2.307, 5.948], [-1.530, 3.319, 5.655], [-6.693, -1.151, -2.257], [1.202, 5.353, -0.101], [-2.000, -3.742, -1.329], [2.332, 0.924, 4.679], [-1.349, 1.742, 6.426], [-1.825, 1.230, -3.100]], "forces_ev_per_angstrom": [[-0.4, -0.6, 0.4], [0.0, 0.0, 0.0], [0.0, 0.0, 0.0], [-0.2, 0.1, -0.2], [0.0, 0.0, 0.0], [0.2, -0.1, 0.1], [0.1, -0.1, -0.1], [0.4, 0.1, -0.2], [-0.1, 0.0, 0.0], [0.0, 0.0, 0.0], [-0.1, 0.0, 0.0], [0.0, 0.0, 0.0], [0.0, 0.0, 0.0], [0.0, 0.0, 0.0], [0.0, 0.0, 0.0], [0.0, 0.0, 0.0], [0.0, 0.0, 0.0], [0.0, 0.1, 0.0], [0.0, 0.0, -0.1], [0.0, 0.0, 0.0], [0.0, 0.0, 0.0], [0.0, 0.0, 0.0], [0.0, 0.0, 0.0], [-0.2, 0.3, -0.2], [0.0, 0.0, 0.0], [0.0, 0.0, 0.1], [0.0, 0.0, 0.0], [0.0, 0.0, 0.0], [-0.1, 0.1, -0.2], [0.0, 0.0, 0.0], [0.0, 0.0, 0.0], [0.0, -0.1, 0.0], [0.1, 0.0, 0.1], [-0.1, 0.1, 0.0], [0.0, 0.0, 0.0], [0.0, 0.0, 0.0], [0.0, 0.0, 0.1], [0.1, 0.0, 0.0], [0.0, 0.0, 0.0], [0.0, 0.0, 0.0], [0.1, -0.1, 0.0], [0.0, 0.0, 0.0], [0.0, 0.1, 0.0], [0.0, 0.0, 0.0], [0.0, 0.0, 0.1], [0.0, 0.0, 0.0], [0.0, 0.0, 0.0], [0.0, 0.0, 0.0], [0.0, 0.0, 0.0], [0.0, 0.0, 0.0], [0.0, 0.0, 0.0], [0.1, 0.0, 0.0], [0.0, 0.0, 0.0], [0.0, 0.0, 0.0], [0.0, 0.0, 0.0], [0.0, 0.0, 0.0], [0.0, 0.0, 0.0], [0.0, 0.0, 0.0], [0.0, 0.0, 0.0], [0.0, 0.0, 0.0], [0.0, 0.0, 0.0], [0.0, 0.0, 0.0], [0.0, 0.0, 0.0], [-0.1, 0.0, 0.0], [0.0, 0.0, 0.0], [0.0, 0.0, 0.0], [0.0, 0.0, 0.0], [0.0, 0.0, 0.0], [0.0, 0.0, 0.0], [0.0, 0.0, 0.0], [0.0, 0.0, 0.0], [0.0, 0.0, 0.0], [0.0, 0.0, 0.0], [0.0, 0.0, 0.0], [0.0, 0.0, 0.0], [0.0, 0.0, 0.0], [0.0, 0.0, 0.0], [0.0, -0.1, 0.0], [0.0, 0.0, 0.0], [0.0, 0.0, 0.0], [0.0, 0.0, 0.0], [0.0, 0.0, 0.0], [0.0, 0.0, 0.0], [0.0, -0.1, 0.0], [0.0, 0.0, 0.0], [0.0, 0.0, 0.0], [0.0, 0.0, 0.0], [0.0, 0.0, 0.0], [0.0, 0.0, 0.0], [0.0, 0.0, 0.0], [0.0, 0.0, 0.0], [0.0, 0.0, 0.0], [0.0, 0.0, 0.0], [0.0, 0.0, 0.0]]}